9
Properties=species:S:1:pos:R:3:forces:R:3:nbo_charge:R:1 method="wB97M-V/def2-TZVPD" max_force_ev_per_a=5.38 relative_energy_kj_mol=266.0 total_charge=-1 energy_ev=-18994.540 multiplicity=1
C -0.764254 0.115369 -0.300768 5.146 -1.561 -0.164 -0.51
N 1.027142 -0.823623 -1.728063 -0.049 1.157 0.463 -0.43
N 0.555568 0.156106 -1.080855 -0.366 -1.326 -0.195 -0.15
O 1.070596 0.525583 1.956929 0.076 0.038 -0.446 -1.00
O -1.325667 0.283581 2.468522 1.369 -0.885 -1.342 -1.03
S -0.134061 -0.275952 1.695979 -1.918 0.792 0.821 1.48
H -1.530130 -0.584157 -0.483154 -0.746 -0.891 -0.529 0.18
H -0.890672 1.117154 -0.385958 -1.706 2.933 0.405 0.19
H 1.991478 -0.514060 -2.142631 -1.806 -0.256 0.986 0.28